Entry 1:
Entry from the OMol25 dataset: a single C5H11NO2 molecule in a non-equilibrium geometry (the ωB97M-V functional and the def2-TZVPD basis).

```
! wB97M-V def2-TZVPD RIJCOSX def2/J DEFGRID3
* xyz 0 1
H 0.194 -1.286 -1.714
N -0.213 -0.383 -1.957
C -0.313 0.402 -0.974
C -0.764 1.813 -1.210
C 0.375 -0.026 0.548
C 1.745 0.618 0.644
O -0.491 0.479 1.492
O 0.537 -1.403 0.585
C -0.634 -2.179 0.820
H -1.470 2.120 -0.438
H -1.194 1.907 -2.205
H 0.094 2.488 -1.142
H 2.164 0.366 1.618
H 1.649 1.697 0.581
H 2.391 0.238 -0.142
H -1.306 0.329 0.876
H -1.434 -1.913 0.120
H -0.338 -3.213 0.651
H -0.992 -2.054 1.846
*
```

## Properties
SMILES	[H]/N=C(/C)[C@@](C)(O)OC
E_LUMO	0.74	eV
HOMO energy	-9.1960	eV
orbital gap	0.365	Eh

=====

Entry 2:
Entry from the OMol25 dataset: a molecular structure, C5H11NO2 in a non-equilibrium geometry (the ωB97M-V functional and the def2-TZVPD basis).

```
! wB97M-V def2-TZVPD RIJCOSX def2/J DEFGRID3
* xyz 0 1
C -2.115 -0.748 -0.248
C -0.930 0.202 -0.348
C -1.117 1.366 0.699
C 0.329 -0.504 -0.139
C 2.866 0.070 -0.056
H -2.972 -0.219 -0.029
H -2.167 -1.324 0.745
H -2.114 -1.885 -1.112
H -1.156 0.654 -1.529
H -0.461 2.152 0.522
H -0.969 0.738 1.491
H -1.970 1.941 0.561
H 0.452 -1.306 -1.087
H 0.371 -0.919 0.895
H 1.649 0.960 -1.096
H 2.080 -1.457 0.718
N 1.451 0.492 -0.228
O 3.044 -1.058 0.629
O 3.729 0.845 -0.390
*
```

## Properties
E_LUMO	0.52	eV
HOMO energy	-10.0538	eV
orbital gap	0.389	Eh

=====

Entry 3:
Entry from the OMol25 dataset: a single C5H11NO2 molecule in a non-equilibrium geometry (the ωB97M-V functional and the def2-TZVPD basis).

```
! wB97M-V def2-TZVPD RIJCOSX def2/J DEFGRID3
* xyz 0 1
C 1.921 0.017 1.080
C 0.590 -0.633 0.658
C 0.686 -2.025 0.034
C -0.011 0.228 -0.482
N -1.361 0.722 -0.004
C -1.841 1.744 -0.777
O -1.186 2.469 -1.517
O -3.165 1.778 -0.629
H 2.320 0.473 0.258
H 2.786 -0.693 1.038
H 1.951 0.636 1.919
H 0.103 -0.655 1.769
H 1.319 -2.723 0.554
H 0.953 -2.141 -0.981
H -0.264 -2.431 0.090
H 0.766 1.022 -0.637
H -0.262 -0.327 -1.438
H -1.786 -0.077 0.347
H -3.519 2.616 -1.280
*
```

## Properties
SMILES	CC(C)CNC(=O)O
E_LUMO	0.73	eV
HOMO energy	-9.8070	eV
orbital gap	0.387	Eh

=====

Q: Which value of orbital gap does entry 2 give?
A: 0.389 Eh

=====

Q: The highest HOMO energy belongs to which entry?
A: number 1

=====

Q: Among the records above, which one has the highest HOMO energy?
A: number 1